[1]
DFT (ωB97M-V/def2-TZVPD) results for a 2-piece molecular cluster, F2H2N2O overall at a distorted geometry.

Atoms and positions in Å:
O 1.649 -0.975 -0.166
N 2.555 -0.764 0.473
F 3.704 -0.476 -0.468
N -1.806 0.866 -0.128
F -1.389 -0.448 -0.479
H -1.769 0.949 0.902
H -2.944 0.848 -0.135

Calculated values
gap between HOMO and LUMO: 10.4 eV
highest occupied orbital energy: -11.07 eV
DFT total energy: -10489.6998 eV
relative energy (zero: lowest compared OMol25 entry of this formula, charge and spin): 3.8 kJ/mol
LUMO energy: -0.655 eV

[2]
DFT (ωB97M-V/def2-TZVPD) results for a 2-piece molecular cluster, F2H2NOP overall at a distorted geometry.

Atoms and positions in Å:
N -1.775 1.092 0.059
O 1.768 -1.560 0.105
F -2.135 -1.281 0.951
F -1.817 -1.142 -1.508
P -1.356 -0.386 -0.106
H -1.619 1.608 -0.690
H 2.383 -0.794 0.486

Calculated values
gap between HOMO and LUMO (alpha / beta): 9.1 / 7.9 eV
highest occupied orbital energy (alpha / beta): -11.42 / -10.02 eV
DFT total energy: -18291.1991 eV
relative energy (zero: lowest compared OMol25 entry of this formula, charge and spin): 590.4 kJ/mol
LUMO energy (alpha / beta): -2.315 / -2.136 eV

[3]
DFT (ωB97M-V/def2-TZVPD) results for an isolated ion of composition F2H4N2P and charge +1 at a distorted geometry.

Atoms and positions in Å:
N -1.082 -1.135 0.018
P 0.474 -0.011 -0.081
N 0.253 1.523 0.240
F 1.307 -0.050 -1.370
F 1.400 -0.616 1.055
H -0.776 -1.882 0.549
H -1.385 -1.552 -0.961
H -0.114 2.029 -0.661
H -0.077 1.695 1.212

Calculated values
gap between HOMO and LUMO: 12.3 eV
total charge: +1
highest occupied orbital energy: -16.87 eV
DFT total energy: -17763.1558 eV
relative energy (zero: lowest compared OMol25 entry of this formula, charge and spin): 133.1 kJ/mol
LUMO energy: -4.597 eV